The following is a DFT calculation (the ωB97M-V functional and the def2-TZVPD basis) of a cluster of 6 separate species, C18H38NO9PS5 in total.

Output
multiplicity: 1
E_tot: -3772.70752 Ha
E_LUMO: -0.8 eV
maximum force: 0.49 eV Å⁻¹

Positions of all 72 atoms, in Å:
H1 -5.19 -3.36 0.98
O1 3.31 0.38 -0.85
H2 -7.26 -0.41 -0.24
H3 0.31 1.08 0.17
S1 -6.17 -1.29 1.66
H4 0.16 -0.40 -7.33
H5 -2.63 -1.60 2.75
O2 0.86 -2.10 0.69
C1 -6.98 -1.42 0.07
O3 1.23 2.57 -5.16
H6 2.94 -2.19 2.40
C2 3.76 -0.90 -7.64
N1 -2.10 5.19 -1.48
O4 1.48 3.64 -0.31
H7 -0.21 4.68 -4.26
H8 3.74 -2.06 0.80
H9 3.89 -3.57 1.74
C3 0.84 1.60 -3.04
O5 -0.10 5.93 -0.12
C4 3.24 -2.73 1.50
S2 1.73 -3.30 0.74
H10 -1.58 -1.38 1.32
H11 2.34 1.05 4.28
H12 -3.04 0.24 4.51
H13 -1.26 0.45 4.64
S3 -2.04 0.68 2.39
H14 0.19 -4.68 1.90
H15 1.43 0.72 -7.87
O6 -0.75 1.34 2.02
S4 2.29 -1.12 -6.63
H16 2.62 1.15 0.86
P1 -0.55 5.84 -1.70
H17 0.89 0.59 -3.42
C5 0.23 3.99 -3.55
H18 4.59 -1.36 -7.13
H19 -6.30 -1.86 -0.66
H20 3.72 -1.09 7.21
O7 1.98 -2.58 -6.64
S5 3.15 -1.11 4.92
C6 0.80 2.71 -4.04
H21 1.13 -3.64 3.03
H22 -2.32 1.87 4.42
H23 0.86 6.04 -0.02
C7 0.89 1.86 -1.73
C8 0.90 3.29 -1.31
C9 1.96 0.03 4.21
H24 -6.72 -3.60 1.88
H25 -5.24 -3.17 2.75
H26 1.81 -0.23 3.17
C10 0.99 0.83 -0.65
C11 -2.18 0.82 4.18
C12 1.15 -0.33 -7.76
H27 3.61 -1.38 -8.61
H28 1.18 -0.84 -8.72
C13 2.42 0.79 -0.16
H29 -2.15 4.53 -0.71
C14 1.18 -4.28 2.14
H30 3.95 0.17 -7.77
C15 -5.79 -3.04 1.83
H31 -7.88 -2.03 0.17
C16 3.07 -0.47 6.59
H32 1.01 -0.06 4.75
H33 0.77 -0.15 -1.07
H34 -2.78 5.93 -1.36
C17 -1.75 -1.09 2.36
C18 0.25 4.26 -2.24
O8 2.49 -2.45 4.93
O9 -4.87 -0.60 1.42
H35 1.88 -5.10 2.31
H36 3.43 0.56 6.60
H37 -0.86 -1.32 2.94
H38 2.05 -0.53 6.96

The following is a DFT calculation (the ωB97M-V functional and the def2-TZVPD basis) of a structure of composition C12H15NO5Pb in a non-equilibrium geometry.

Output
multiplicity: 1
E_tot: -1089.43351 Ha
E_LUMO: -7.8 eV
maximum force: 4.87 eV Å⁻¹
net charge: +2
ΔE to the lowest compared entry with this formula, charge and spin: 0.0 kcal/mol

Positions of all 34 atoms, in Å:
O1 -2.97 -1.63 -1.10
C1 -1.76 0.19 2.73
O2 1.73 -1.73 -2.49
C2 -2.08 -0.64 5.73
H1 -1.77 -3.16 3.36
H2 -0.70 4.80 -1.45
H3 -3.45 -2.12 4.94
C3 -2.36 -1.98 5.05
C4 2.14 1.19 0.60
Pb1 -0.35 0.99 -0.42
H4 -3.74 0.30 4.69
C5 -2.11 -0.88 -1.11
C6 -0.57 3.63 -3.22
C7 -2.31 -1.21 2.66
C8 -1.21 4.15 -2.17
C9 -2.71 0.55 5.00
C10 0.57 -1.24 0.39
N1 -1.92 0.92 3.82
O3 0.93 -2.19 0.92
H5 -1.70 1.91 3.69
O4 -1.13 0.73 1.76
H6 -2.17 -1.57 1.64
O5 3.03 1.17 1.31
H7 -3.40 -1.13 2.81
H8 -1.10 3.07 -4.00
H9 -2.75 1.43 5.65
H10 0.50 3.82 -3.41
H11 -2.50 -0.65 6.74
H12 -2.29 4.05 -2.04
C11 1.17 -0.83 -2.08
H13 -2.02 -2.78 5.71
H14 -1.00 -0.50 5.84
H15 -0.60 -1.92 3.79
C12 -1.68 -2.12 3.70

The following is a DFT calculation (the ωB97M-V functional and the def2-TZVPD basis) of a structure of composition C32H50CuN7OP2 in a non-equilibrium geometry.

Output
multiplicity: 2
E_tot: -4030.72101 Ha
E_LUMO (spin up / spin down): -2.7 / -2.6 eV
⟨S²⟩: 0.771
maximum force: 5.62 eV Å⁻¹
net charge: +1
ΔE to the lowest compared entry with this formula, charge and spin: 13.2 kcal/mol

Positions of all 93 atoms, in Å:
H1 -2.91 -2.87 -0.50
H2 1.04 3.03 -2.08
H3 5.11 0.64 -3.90
H4 3.64 -3.01 -0.12
H5 4.54 -1.01 -3.55
H6 0.61 0.89 -6.57
H7 -2.90 0.45 -2.73
N1 -1.58 -0.92 3.38
H8 -1.25 -0.54 6.53
N2 -0.63 -1.21 -1.70
H9 -2.30 -2.39 1.11
N3 -1.03 -1.95 2.71
H10 -5.09 0.10 1.81
N4 -1.80 -0.40 5.69
C1 0.91 2.60 -3.07
C2 -3.49 2.41 1.06
C3 5.78 -0.10 -1.39
C4 -0.59 0.63 1.63
C5 -4.02 -1.21 0.41
C6 -5.29 -1.47 -0.41
H11 2.45 -1.36 -2.93
H12 -5.10 -2.04 -1.32
H13 -4.97 -1.60 2.29
H14 1.44 -2.17 0.93
C7 0.51 -1.76 -2.19
H15 -2.76 2.45 -2.34
C8 -3.52 1.82 -0.37
H16 -0.82 -3.81 -4.54
C9 0.68 1.37 -5.59
H17 0.94 -0.50 -4.52
C10 2.02 -1.44 1.50
H18 4.31 -2.82 1.52
C11 1.01 1.20 -3.19
H19 -5.67 1.41 -0.22
H20 -3.88 -0.95 -2.33
H21 -2.52 2.26 1.55
H22 5.01 0.33 1.18
H23 -4.28 1.97 1.69
C12 4.16 -2.32 0.56
H24 5.19 2.39 -2.34
H25 -2.78 -2.31 -4.03
H26 6.01 0.16 -0.36
C13 0.72 3.38 -4.22
C14 -3.20 -2.51 0.49
C15 0.87 0.59 -4.45
C16 -2.59 2.66 -1.28
H27 -0.01 -3.70 3.43
C17 4.07 0.00 1.64
C18 3.32 -1.04 0.78
H28 0.68 4.47 -4.13
H29 -2.80 3.73 -1.11
H30 2.28 -1.89 2.47
H31 -5.83 -0.55 -0.66
N5 1.85 0.95 -0.84
Cu1 -0.67 -0.02 -0.06
H32 3.44 0.89 1.80
H33 1.35 -3.37 -3.31
N6 -1.20 -1.09 4.65
H34 3.43 2.37 -2.18
H35 -5.04 1.39 -1.90
H36 0.50 3.38 -6.37
H37 6.55 0.37 -2.03
H38 1.38 -0.58 1.70
C19 -0.75 -3.05 -3.77
C20 -1.77 -1.37 -2.40
H39 -1.53 2.50 -1.06
C21 0.62 2.77 -5.47
C22 -4.42 -0.77 1.83
C23 -2.94 -0.45 -2.08
P1 3.02 -0.28 -0.85
C24 1.49 0.43 -2.06
H40 5.86 -1.18 -1.52
H41 -1.91 0.58 5.43
C25 -0.48 -2.75 3.64
H42 -3.68 3.49 0.98
H43 4.44 2.30 -0.72
N7 -0.56 -2.26 4.89
C26 -4.95 1.87 -0.91
C27 0.44 -2.82 -3.09
C28 4.36 1.96 -1.76
H44 4.31 -0.44 2.61
C29 4.34 0.05 -3.38
C30 4.42 0.42 -1.87
H45 -3.55 -0.55 2.45
H46 -5.23 2.93 -1.02
P2 -2.87 0.08 -0.33
H47 -5.96 -2.08 0.22
O1 -0.39 1.34 2.53
H48 3.38 0.32 -3.85
H49 5.14 -2.10 0.13
C31 -1.85 -2.26 -3.47
C32 1.78 -0.98 -2.15
H50 -3.83 -3.29 0.96

The following is a DFT calculation (the ωB97M-V functional and the def2-TZVPD basis) of a cluster of 2 separate species, C2H10N in total in a non-equilibrium geometry.

Output
multiplicity: 1
E_tot: -136.65905 Ha
E_LUMO: -4.4 eV
maximum force: 4.49 eV Å⁻¹
net charge: +1
ΔE to the lowest compared entry with this formula, charge and spin: 16.9 kcal/mol

Positions of all 13 atoms, in Å:
H1 2.36 -0.51 -0.39
C1 -1.19 -0.88 -0.18
C2 -1.44 0.75 -0.23
H2 -1.01 1.12 -1.20
H3 2.50 -0.17 1.23
N1 2.08 0.14 0.32
H4 -2.47 0.91 -0.10
H5 -0.84 -1.32 -1.11
H6 2.43 1.06 0.07
H7 1.09 0.25 0.23
H8 -0.98 1.27 0.54
H9 -0.44 -1.10 0.68
H10 -2.07 -1.52 0.16